(1)
The following is a quantum chemistry calculation of 8 unconnected molecules or ions with the total composition C30H74N2O14 at a distorted geometry, from the OMol25 dataset.

Structure (XYZ):
```
120
C30H74N2O14 (ωB97M-V/def2-TZVPD)
C 3.8384 1.8591 -1.1354
C 4.2844 2.0149 0.3426
C 5.7804 1.6994 0.6564
C 4.0452 3.5179 0.6743
C 4.0084 3.7873 2.1626
C 2.9084 2.9951 2.8036
C 3.1821 1.4494 2.5984
C 4.3456 0.9806 3.4993
C 1.8063 0.7790 3.0268
N 3.3904 1.1915 1.1475
O 3.4267 -0.1382 0.7295
H 3.8080 0.8136 -1.4423
H 2.7643 2.0442 -1.1494
H 4.3971 2.5500 -1.7668
H 6.1627 1.9926 1.6341
H 6.0456 0.6447 0.5836
H 6.4328 2.1137 -0.1123
H 4.8840 4.0794 0.2629
H 3.1338 3.8804 0.1988
H 4.9813 3.4951 2.5577
H 3.8498 4.8455 2.3705
H 1.9609 3.3192 2.3730
H 2.8939 3.2115 3.8718
H 3.9672 0.9847 4.5215
H 5.2506 1.5881 3.4990
H 4.6787 -0.0322 3.2727
H 1.4613 1.0740 4.0178
H 1.6943 -0.3053 3.0250
H 1.0499 1.2165 2.3752
H 4.3265 -0.4437 0.8659
C -3.1948 2.2491 -1.3537
C -2.8082 3.7190 -1.8102
C -3.3624 3.9462 -3.2437
C -3.5247 4.7873 -0.9433
C -2.8743 4.9931 0.4127
C -1.4225 5.4577 0.2662
C -0.6092 4.4237 -0.5422
C 0.6658 5.1831 -0.9833
C -0.2244 3.2425 0.2947
N -1.3622 3.9685 -1.7455
O -0.5689 3.0823 -2.6086
H -3.0923 2.1646 -0.2718
H -4.2223 2.0162 -1.6335
H -2.5740 1.4363 -1.7306
H -3.0801 3.1162 -3.8915
H -4.4498 3.9358 -3.3172
H -2.9806 4.9007 -3.6060
H -3.7043 5.7212 -1.4760
H -4.5289 4.4320 -0.7121
H -3.5429 5.6448 0.9751
H -2.8599 4.0410 0.9432
H -1.0918 5.5206 1.3029
H -1.4335 6.4440 -0.1978
H 1.0877 5.8100 -0.1978
H 0.2901 5.9288 -1.6839
H 1.4202 4.5561 -1.4586
H -0.8007 2.3388 0.0966
H -0.2959 3.5799 1.3287
H 0.7979 2.8783 0.1926
H -0.7782 2.2918 -2.1057
O -5.0656 -1.3197 -4.4466
C -3.8232 -1.2096 -3.7782
C -2.8412 -2.4324 -3.9165
O -2.4085 -2.5550 -5.2537
H -5.0858 -1.9236 -5.1925
H -3.4399 -0.4500 -4.4595
H -3.8309 -0.8250 -2.7583
H -3.3673 -3.3275 -3.5846
H -2.0467 -2.1796 -3.2144
H -2.0452 -1.6961 -5.4814
O -2.5375 -2.9365 5.2253
C -2.1060 -2.5334 3.9549
C -1.2342 -3.5547 3.2002
O -1.9424 -4.8198 3.1693
H -2.9474 -3.7933 5.0858
H -2.9588 -2.3790 3.2939
H -1.5338 -1.6060 3.9810
H -0.2937 -3.7372 3.7199
H -0.9813 -3.2519 2.1841
H -1.4488 -5.3403 2.5312
O 5.0249 -2.2059 0.6496
C 4.6991 -3.0395 1.7402
C 3.1610 -3.3165 1.9565
O 2.4289 -4.0051 0.9043
H 4.8744 -2.6227 -0.2020
H 5.3167 -3.9328 1.6466
H 4.9999 -2.5356 2.6587
H 2.6197 -2.3949 2.1700
H 2.9473 -3.9195 2.8390
H 2.0860 -3.4209 0.2240
O 0.2787 -4.3158 -1.3482
C 0.0034 -4.3401 -2.7504
C 0.7553 -3.2830 -3.5115
O 0.4303 -1.9359 -3.3370
H -0.2414 -3.5854 -1.0052
H 0.4745 -5.3054 -2.9362
H -1.0759 -4.4062 -2.8877
H 0.7117 -3.4936 -4.5800
H 1.8030 -3.3830 -3.2277
H 0.4774 -1.7105 -2.4050
O -1.5004 -2.5643 -0.3466
C -1.2088 -1.1162 -0.2461
C 0.1852 -1.0785 0.4620
O 1.2730 -1.3036 -0.3984
H -2.3940 -2.6918 -0.0197
H -1.0727 -0.6264 -1.2103
H -1.8608 -0.6137 0.4684
H 0.3302 -1.6760 1.3621
H 0.3042 -0.0567 0.8225
H 2.0350 -0.7763 -0.1479
O -4.7474 -6.2797 -0.9653
C -4.5140 -5.4529 0.2104
C -4.7151 -3.9293 -0.1719
O -3.9909 -3.1212 0.7007
H -4.3748 -7.1187 -0.6846
H -5.1539 -5.7866 1.0272
H -3.4660 -5.6154 0.4626
H -5.7731 -3.6769 -0.2421
H -4.2793 -3.6685 -1.1364
H -4.5469 -2.8421 1.4319
```

- Highest occupied orbital energy: -8.4 eV
- SMILES string: CC1(C)CCCC(C)(C)N1O.CC1(C)CCCC(C)(C)N1O.OCCO.OCCO.OCCO.OCCO.OCCO.OCCO
- E: -2350.05484 Eh
- Total charge: 0
- Energy relative to the best compared isomer or geometry (same formula, charge and spin): 1.412 eV

***

(2)
The following is a quantum chemistry calculation of 7 unconnected molecules or ions with the total composition C30H75BBrO14PSi at a distorted geometry, from the OMol25 dataset.

Structure (XYZ):
```
123
C30H75BBrO14PSi (ωB97M-V/def2-TZVPD)
C -0.1052 3.8133 1.5947
O -0.0765 2.4166 1.2953
B -0.8110 1.9940 0.2482
O -0.7908 2.6717 -0.9567
Si -1.9710 0.3363 0.4511
C -0.9465 -1.1869 0.9463
C 0.3556 -0.8433 1.5643
O 0.5684 -0.8113 2.7507
Br 1.8594 -0.4599 0.3573
O -3.1219 0.7353 1.5629
C -4.2075 -0.1943 1.6923
C -5.5648 0.4289 1.4913
C -5.6812 1.8536 1.9889
O -6.0147 0.3988 0.1457
P -2.8145 -0.2281 -1.5650
O -3.1617 -1.6442 -1.6101
O -4.0512 0.7265 -1.9612
O -1.7124 0.0473 -2.6930
H -0.7998 4.0146 2.3959
H 0.8748 4.1276 1.9130
H -0.3665 4.4207 0.7427
H -1.6967 2.8655 -1.2029
H -1.4961 -1.8225 1.6248
H -0.7716 -1.7651 0.0451
H -4.0885 -1.0608 1.0436
H -4.1847 -0.5804 2.7019
H -6.2552 -0.1695 2.0759
H -6.2544 2.3999 1.2584
H -4.7310 2.3552 2.0896
H -6.2082 1.8984 2.9280
H -5.6988 -0.4027 -0.2713
H -4.0630 1.4841 -1.3694
H -2.1129 0.5848 -3.3849
C -2.1851 -5.1135 -3.0665
C -1.1594 -3.9976 -3.1635
O -0.1073 -4.1019 -2.2154
C 0.6871 -5.2676 -2.2926
C 1.4076 -5.4378 -3.6194
H -2.5901 -5.1693 -2.0552
H -3.0030 -4.9311 -3.7636
H -1.7552 -6.0884 -3.3062
H -1.6539 -3.0548 -2.9504
H -0.7522 -3.9285 -4.1789
H 0.0877 -6.1564 -2.0625
H 1.4228 -5.1734 -1.4932
H 0.7105 -5.5799 -4.4461
H 2.0622 -6.3091 -3.5833
H 2.0090 -4.5557 -3.8422
C -9.7447 -3.9278 0.4964
C -8.6669 -2.8573 0.4811
O -7.6282 -3.0752 1.4185
C -6.8847 -4.2697 1.2642
C -6.1657 -4.3828 -0.0706
H -10.1598 -4.0371 1.4990
H -10.5485 -3.6601 -0.1896
H -9.3574 -4.9005 0.1897
H -9.1093 -1.8986 0.7509
H -8.2520 -2.7376 -0.5260
H -7.5243 -5.1430 1.4351
H -6.1497 -4.2611 2.0695
H -6.8642 -4.4388 -0.9064
H -5.5511 -5.2827 -0.0916
H -5.5215 -3.5174 -0.2379
C 3.9779 5.2565 -0.6687
C 2.4860 5.1840 -0.9456
O 1.7358 6.2365 -0.3615
C 2.0686 7.5431 -0.7873
C 1.8821 7.7728 -2.2776
H 4.1656 5.2994 0.4050
H 4.4816 4.3788 -1.0751
H 4.4328 6.1402 -1.1198
H 2.0897 4.2641 -0.5130
H 2.2890 5.1309 -2.0218
H 3.0903 7.7964 -0.4827
H 1.4054 8.2083 -0.2340
H 2.5585 7.1578 -2.8725
H 2.0782 8.8163 -2.5247
H 0.8626 7.5268 -2.5771
C 1.8382 -2.9136 8.3478
C 3.0625 -3.2515 7.5133
O 2.7613 -3.7393 6.2218
C 2.0363 -2.8601 5.3802
C 2.7432 -1.5485 5.0926
H 1.1737 -3.7756 8.4165
H 2.1388 -2.6203 9.3541
H 1.2683 -2.0885 7.9183
H 3.6221 -4.0492 8.0022
H 3.7361 -2.3893 7.4498
H 1.0366 -2.6763 5.7906
H 1.8927 -3.4038 4.4464
H 2.8712 -0.9476 5.9953
H 2.1666 -0.9618 4.3811
H 3.7356 -1.7322 4.6768
C 3.8984 1.4893 -5.7118
C 2.5939 2.2620 -5.8133
O 1.4642 1.5447 -5.3588
C 1.4938 1.1400 -4.0004
C 1.5935 2.2916 -3.0171
H 3.8199 0.5376 -6.2385
H 4.7126 2.0677 -6.1497
H 4.1641 1.2745 -4.6757
H 2.3915 2.4915 -6.8598
H 2.6734 3.2229 -5.2912
H 2.3014 0.4180 -3.8333
H 0.5604 0.6033 -3.8326
H 2.5372 2.8340 -3.1140
H 1.5324 1.9227 -1.9954
H 0.7848 3.0037 -3.1778
C 7.2682 0.4235 -0.9781
C 7.2525 1.8453 -0.4425
O 5.9590 2.3298 -0.1384
C 5.2428 1.6105 0.8498
C 5.9200 1.5829 2.2088
H 6.6184 0.3369 -1.8500
H 8.2814 0.1417 -1.2656
H 6.9226 -0.2958 -0.2345
H 7.6448 2.5211 -1.2027
H 7.9108 1.9379 0.4287
H 5.0298 0.5938 0.5009
H 4.2796 2.1139 0.9416
H 6.8711 1.0492 2.1804
H 5.2801 1.0831 2.9364
H 6.1212 2.5974 2.5551
```

- Highest occupied orbital energy: -9.4 eV
- SMILES string: COB(O)[Si@@](CC(=O)Br)(OC[C@@H](C)O)P(=O)(O)O.CCOCC.CCOCC.CCOCC.CCOCC.CCOCC.CCOCC
- E: -5471.21460 Eh
- Total charge: 0

***

(3)
The following is a quantum chemistry calculation of 8 unconnected molecules or ions with the total composition C30H75NO8 at a distorted geometry, from the OMol25 dataset.

Structure (XYZ):
```
114
C30H75NO8 (ωB97M-V/def2-TZVPD)
C 3.2906 3.0794 -2.5488
C 3.9214 1.6819 -2.2563
C 5.3949 1.5319 -1.9297
O 3.2062 1.1739 -1.1402
H 2.2101 3.1167 -2.6872
H 3.5247 3.4389 -3.5509
H 3.5586 3.8001 -1.7762
H 3.7703 1.0387 -3.1232
H 6.0356 1.6472 -2.8039
H 5.4962 0.5009 -1.5906
H 5.7166 2.1340 -1.0800
H 3.6369 0.3517 -0.8953
C 0.4205 -1.7948 -5.1568
C 1.5867 -2.1491 -4.2400
C 2.7841 -1.1948 -4.4875
O 1.2130 -2.0747 -2.8881
H -0.0339 -0.8414 -4.8870
H -0.2807 -2.6292 -5.1675
H 0.6257 -1.5990 -6.2092
H 1.8418 -3.1573 -4.5665
H 3.3008 -1.2954 -5.4420
H 3.4991 -1.2092 -3.6649
H 2.3047 -0.2256 -4.6249
H 1.3248 -1.1744 -2.5743
C 0.6551 2.0503 4.1865
C 1.2860 2.5856 5.5740
C 0.4937 3.7205 6.2629
O 1.3147 1.4799 6.5478
H -0.0883 1.2621 4.3060
H 1.5279 1.4619 3.9036
H 0.6297 2.6943 3.3074
H 2.3193 2.9226 5.4915
H -0.0178 4.3506 5.5352
H 1.0780 4.3117 6.9681
H -0.3704 3.2997 6.7770
H 1.8104 1.8196 7.2964
C -4.3280 -2.1119 -4.2524
C -3.8878 -3.2490 -3.2789
C -2.5218 -3.2006 -2.7417
O -4.7949 -3.2712 -2.2129
H -5.2515 -2.3160 -4.7941
H -3.6431 -1.8780 -5.0674
H -4.3759 -1.1376 -3.7658
H -3.9051 -4.2349 -3.7433
H -2.3659 -4.1310 -2.1957
H -2.3896 -2.4570 -1.9558
H -1.7408 -3.1813 -3.5018
H -5.3382 -2.4848 -2.3025
C -0.2768 5.5091 -0.8371
C -1.2663 4.8787 0.1599
C -2.3469 5.8479 0.4709
O -1.9084 3.6991 -0.3779
H -0.6890 5.8860 -1.7731
H 0.5447 4.8928 -1.2025
H 0.1868 6.4029 -0.4196
H -0.8321 4.5504 1.1042
H -1.8961 6.6931 0.9912
H -2.9488 5.2568 1.1610
H -2.9714 6.1372 -0.3744
H -1.2697 2.9839 -0.4246
C -4.8849 1.2470 -0.1050
C -6.2981 1.2479 -0.7109
C -6.5760 0.9424 -2.2404
O -7.0069 0.1884 -0.1631
H -4.4051 2.1141 -0.5589
H -4.3638 0.3683 -0.4851
H -4.8101 1.3922 0.9727
H -6.8418 2.1127 -0.3305
H -6.2610 -0.0772 -2.4623
H -6.1211 1.6857 -2.8952
H -7.6017 1.1488 -2.5460
H -6.8411 0.1880 0.7825
C -1.1105 1.0631 0.9328
C 0.0722 0.8554 -0.0425
C -0.3896 0.5678 -1.4739
O 0.6785 2.1054 -0.1822
H -2.0774 1.0137 0.4321
H -0.9795 1.9272 1.5842
H -1.1126 0.2567 1.6662
H 0.8646 0.1589 0.2316
H -0.7591 -0.4577 -1.4699
H 0.4148 0.4864 -2.2050
H -1.0262 1.3973 -1.7817
H 1.5629 1.9233 -0.5083
C 2.0571 -1.5867 4.6850
C 1.7141 -2.6011 3.5454
C 0.4203 -2.0412 2.8140
C 0.0567 -2.7175 1.5019
C 1.2037 -2.7453 0.6431
C 2.5970 -3.2710 1.1995
N 2.8217 -2.7082 2.5577
O 4.0189 -3.0255 3.0008
C 2.6859 -4.8065 1.1418
C 3.6705 -2.7380 0.2256
C 1.2103 -3.9814 4.2256
H 2.6378 -2.1117 5.4435
H 1.1361 -1.2242 5.1416
H 2.6690 -0.7637 4.3158
H -0.4066 -2.3195 3.4675
H 0.1237 -0.9956 2.7318
H -0.6695 -2.0949 0.9792
H -0.5073 -3.6415 1.6297
H 1.3869 -1.7751 0.1814
H 0.8579 -3.3533 -0.1929
H 2.5465 -5.1896 0.1309
H 3.6450 -5.1547 1.5253
H 1.8963 -5.3269 1.6839
H 4.6583 -3.1574 0.4167
H 3.3927 -2.8711 -0.8200
H 3.7537 -1.6556 0.3233
H 2.0726 -4.6414 4.1311
H 0.4080 -4.3988 3.6172
H 0.6361 -3.9216 5.1502
H 4.4094 -2.2304 2.6306
```

- Highest occupied orbital energy (spin up / spin down): -11.2 / -11.2 eV
- <S²>: 0.754
- Multiplicity: 2
- E: -1844.19757 Eh
- Total charge: +1
- Energy relative to the best compared isomer or geometry (same formula, charge and spin): 0.683 eV

***

(4)
The following is a quantum chemistry calculation of a molecular structure, C30H76As2F12MgN2O18 at a distorted geometry, from the OMol25 dataset.

Structure (XYZ):
```
141
C30H76As2F12MgN2O18 (ωB97M-V/def2-TZVPD)
Mg 4.2717 21.2253 -2.7339
As 0.9930 19.6470 -3.0723
F 1.2620 19.2735 -4.7435
F 0.4057 21.2655 -3.4145
F 0.8376 20.0600 -1.3536
F 1.7454 18.1425 -2.6485
F 2.6529 20.3062 -2.9232
F -0.6206 19.0408 -3.0962
As 5.1093 18.3903 -0.5856
F 4.8236 17.5980 -2.0949
F 5.5458 16.9302 0.2464
F 5.3978 19.3562 0.8622
F 4.5462 19.9194 -1.3334
F 3.4386 18.1266 -0.1074
F 6.7620 18.6669 -1.0724
C -1.3582 22.9367 -5.3590
N -0.0624 23.2893 -6.0347
O 0.6343 24.1544 -5.5455
O 0.2200 22.6425 -7.0094
H -1.4554 23.5052 -4.4404
H -1.2812 21.8714 -5.1705
H -2.1337 23.2393 -6.0566
C -0.8386 16.6655 -0.3647
N -1.1513 15.3739 0.2678
O -2.2532 15.1856 0.7566
O -0.2423 14.5575 0.2864
H 0.2102 16.8729 -0.1528
H -1.3994 17.4728 0.0985
H -0.8979 16.6826 -1.4478
C 4.6966 19.0811 -4.8795
O 5.1576 20.1328 -4.0514
C 6.5825 20.2657 -3.9801
C 6.9396 21.6596 -3.4892
O 5.9978 22.0124 -2.4607
C 6.4008 23.1841 -1.7651
H 3.6388 19.1541 -5.1232
H 4.8338 18.1225 -4.3756
H 5.2361 19.0125 -5.8293
H 6.9375 20.0933 -4.9986
H 7.0614 19.5307 -3.3285
H 6.8078 22.3313 -4.3442
H 7.9763 21.6871 -3.1608
H 5.7009 23.4254 -0.9707
H 6.5351 24.0149 -2.4607
H 7.3458 23.0234 -1.2382
C 3.8326 22.8275 -5.2900
O 3.5675 22.5184 -3.9047
C 3.2032 23.7286 -3.2372
C 2.6170 23.3565 -1.8607
O 3.4529 22.3623 -1.2729
C 3.2183 22.1086 0.1148
H 3.9110 21.9484 -5.9197
H 4.6760 23.5111 -5.4076
H 2.9607 23.3996 -5.6111
H 2.3930 24.3236 -3.6737
H 4.0526 24.4184 -3.2585
H 1.6283 22.9285 -2.0366
H 2.6195 24.2423 -1.2235
H 2.3681 21.4197 0.1912
H 2.9175 23.0281 0.6159
H 4.0246 21.5302 0.5605
C -4.1002 19.1621 4.0474
O -4.1221 19.7591 2.7749
C -2.8422 19.7522 2.1810
C -2.9223 20.0508 0.6729
O -3.8099 19.1427 0.0798
C -3.6206 19.0134 -1.3064
H -3.3808 19.6487 4.7144
H -3.7845 18.1104 4.0123
H -5.1220 19.1648 4.4188
H -2.3484 18.7934 2.3572
H -2.2285 20.5627 2.5955
H -1.9126 19.7808 0.3240
H -3.0172 21.1383 0.5833
H -3.5542 19.9948 -1.7980
H -4.4816 18.6066 -1.8388
H -2.7292 18.4228 -1.5186
C -1.9907 12.4493 -6.4651
O -1.9147 13.1539 -5.2319
C -1.1641 12.5015 -4.2407
C -1.3422 13.1611 -2.8815
O -1.1602 14.5618 -2.9360
C 0.1253 15.0230 -3.2870
H -1.7541 13.1873 -7.2296
H -2.9511 11.9630 -6.6304
H -1.2161 11.6766 -6.4909
H -0.1180 12.4500 -4.5714
H -1.4576 11.4535 -4.0676
H -0.5295 12.7241 -2.2888
H -2.3379 12.9758 -2.4950
H 0.0619 16.1078 -3.2800
H 0.3518 14.7043 -4.3105
H 0.9119 14.6563 -2.6213
C 7.4893 16.5755 -4.5750
O 7.1833 16.7598 -5.9662
C 6.5989 15.6192 -6.5187
C 5.0806 15.5061 -6.3413
O 4.7375 15.4935 -4.9724
C 3.3547 15.7053 -4.7975
H 7.9696 15.6124 -4.4295
H 6.6022 16.7662 -3.9650
H 8.1205 17.4166 -4.2693
H 7.0709 14.6571 -6.2890
H 6.7106 15.6610 -7.6094
H 4.6606 14.6158 -6.8261
H 4.6043 16.3685 -6.8282
H 2.8321 14.8979 -5.3295
H 2.9990 16.6170 -5.2906
H 2.9912 15.6872 -3.7749
C -0.4624 16.1123 3.5402
O -0.2533 17.3523 2.9329
C 1.0926 17.6482 2.6299
C 1.3151 18.9916 1.9847
O 0.5658 19.9314 2.7496
C 0.5526 21.2157 2.2175
H 0.3347 15.8812 4.2597
H -0.4678 15.2654 2.8416
H -1.4322 16.0992 4.0343
H 1.5475 16.8741 1.9944
H 1.6624 17.5450 3.5650
H 0.9130 18.9221 0.9689
H 2.3833 19.2115 1.9690
H 1.5156 21.7278 2.3685
H -0.1333 21.8489 2.7881
H 0.2511 21.3335 1.1705
C -1.6243 22.7284 -1.4914
O -2.7399 23.4393 -1.0271
C -3.4346 24.1201 -2.0437
C -4.7365 24.7275 -1.5206
O -5.7342 23.8288 -1.1361
C -5.3782 22.8713 -0.1436
H -0.8884 23.3824 -1.9822
H -1.8898 21.9530 -2.2169
H -1.1277 22.2850 -0.6306
H -3.7368 23.4019 -2.8179
H -2.8170 24.9202 -2.4669
H -5.1456 25.3974 -2.2814
H -4.4924 25.4684 -0.7425
H -4.7831 22.0591 -0.5620
H -6.3271 22.4284 0.1544
H -4.8551 23.3010 0.7104
```

- Highest occupied orbital energy: -9.0 eV
- E: -8522.41063 Eh
- Total charge: 0
- Energy relative to the best compared isomer or geometry (same formula, charge and spin): 0.000 eV